1.
Entry from the Open Molecules 2025 dataset: a 2-piece molecular cluster, C27H32N4O5S overall (wB97M-V/def2-TZVPD).

Each line ends with the Mulliken charge.
Geometry (Å):
1 O 0.487 4.054 -2.165  -0.658
2 O 3.722 -2.939 -0.110  -0.682
3 O 0.920 -1.365 0.782  -0.530
4 O 0.054 -0.067 -3.849  -0.748
5 N -2.961 -0.794 3.063  -0.656
6 O -4.608 3.950 2.132  -0.584
7 S 6.148 -1.582 -1.321  -0.083
8 C -0.499 3.678 -2.787  0.747
9 C 4.124 -2.024 0.600  0.835
10 C 1.040 -2.405 1.413  0.397
11 C 0.512 0.430 -2.824  -0.281
12 C 7.342 -0.349 -0.948  -0.351
13 C 7.107 0.259 0.258  -0.569
14 C 5.929 -0.272 0.925  -0.292
15 C 5.315 -1.271 0.198  0.010
16 C -4.034 -0.459 2.329  -0.464
17 C -2.079 -1.661 2.537  -0.171
18 C -4.266 -0.992 1.061  -0.360
19 C -4.350 2.777 0.059  -0.937
20 C -2.620 2.650 1.780  -0.707
21 C -3.356 -1.891 0.514  -0.345
22 C -3.584 1.937 -0.772  -0.288
23 C -1.855 1.813 0.944  -0.237
24 C -3.867 3.138 1.334  0.897
25 C -2.231 -2.245 1.265  0.395
26 C -2.333 1.457 -0.332  0.724
27 N 1.775 0.163 -2.474  0.001
28 N -0.003 -3.306 1.473  -0.130
29 N -0.957 2.428 -2.759  0.010
30 C -1.277 4.654 -3.638  -1.255
31 C 2.536 0.765 -1.379  -0.600
32 C -1.812 -4.609 0.590  -1.696
33 C 3.476 -1.756 1.965  -0.834
34 C 2.268 -2.666 2.283  -1.227
35 C -1.216 -3.204 0.674  0.206
36 C -1.482 0.583 -1.239  -1.214
37 C -0.365 1.354 -1.956  0.195
38 H -4.145 4.169 2.941  0.284
39 H 8.169 -0.103 -1.608  0.433
40 H 7.731 1.049 0.669  0.384
41 H 5.588 0.089 1.892  0.408
42 H -4.747 0.251 2.737  0.417
43 H -1.217 -1.911 3.146  0.483
44 H -5.144 -0.681 0.505  0.387
45 H -5.307 3.153 -0.267  0.452
46 H -2.253 2.906 2.762  0.302
47 H -3.516 -2.294 -0.483  0.388
48 H -3.955 1.660 -1.748  0.473
49 H -0.902 1.430 1.283  0.452
50 H 2.253 -0.493 -3.072  0.292
51 H 0.164 -4.170 1.978  0.317
52 H -1.740 2.191 -3.342  0.351
53 H -0.825 5.640 -3.546  0.340
54 H -1.245 4.330 -4.676  0.326
55 H -2.307 4.692 -3.287  0.302
56 H 3.544 0.352 -1.359  0.144
57 H 2.599 1.847 -1.521  0.349
58 H 2.049 0.559 -0.425  0.190
59 H -2.685 -4.618 -0.068  0.363
60 H -1.075 -5.311 0.186  0.511
61 H -2.121 -4.957 1.581  0.429
62 H 4.237 -1.906 2.735  0.590
63 H 3.161 -0.709 2.003  0.331
64 H 2.564 -3.713 2.169  0.410
65 H 1.976 -2.516 3.325  0.446
66 H -0.956 -2.869 -0.339  0.224
67 H -2.121 0.102 -1.981  0.676
68 H -1.028 -0.203 -0.637  -0.575
69 H 0.252 1.803 -1.180  0.601

Its energy above the lowest of the compared OMol25 structures with the same formula, charge and spin is 0.00 kJ/mol. Its gap between HOMO and LUMO is 8.1 eV. The SMILES is C[C@H](NC(=O)CCC(=O)c1cccs1)c1cccnc1.CNC(=O)[C@H](Cc1ccc(O)cc1)NC(C)=O. The value obtained for the energy is -55553.278 eV.



2.
Entry from the Open Molecules 2025 dataset: a 3-piece molecular cluster, C36H54N3O6P overall (wB97M-V/def2-TZVPD).

Each line ends with the Mulliken spin population.
Geometry (Å):
1 C -0.246 0.470 2.878  0.000
2 C 0.312 -0.161 1.512  0.007
3 C -0.673 0.059 0.238  0.004
4 C -0.135 1.204 -0.749  0.001
5 O 0.041 2.508 -0.130  0.000
6 C -1.179 2.989 0.441  0.001
7 C -2.579 2.811 -0.260  0.000
8 C -3.860 3.316 0.434  0.000
9 C -3.716 4.012 1.842  -0.001
10 C -2.361 4.245 2.556  0.001
11 P -2.301 5.092 4.250  0.000
12 N -0.865 6.144 4.200  0.000
13 O -2.040 3.777 5.363  0.000
14 C -1.081 3.713 1.810  -0.001
15 C -5.112 4.464 2.521  0.000
16 O -5.253 5.555 3.118  0.000
17 C -6.309 3.397 2.329  0.000
18 C -7.273 3.038 3.479  0.000
19 C -8.395 1.985 3.228  0.000
20 C -8.558 1.339 1.821  0.000
21 C -7.585 1.693 0.637  0.000
22 C -6.452 2.711 0.918  0.000
23 C -5.346 3.144 -0.175  0.000
24 O -5.622 3.349 -1.383  0.000
25 H 0.132 1.556 2.997  0.000
26 H -1.401 0.468 2.909  0.000
27 H 0.190 -0.090 3.792  0.000
28 H 0.391 -1.296 1.680  0.001
29 H 1.341 0.286 1.255  -0.006
30 H -1.772 0.201 0.544  0.001
31 H -0.645 -0.937 -0.349  -0.005
32 H -0.795 1.266 -1.692  0.001
33 H 0.909 0.873 -1.120  0.000
34 H -2.663 2.302 -1.281  0.000
35 H -1.034 6.737 3.357  0.000
36 H -0.035 5.576 3.920  0.000
37 H -2.308 2.976 4.840  0.000
38 H -0.090 3.878 2.376  0.000
39 H -7.092 3.552 4.492  0.000
40 H -9.070 1.735 4.126  0.000
41 H -9.419 0.588 1.708  0.000
42 H -7.701 1.224 -0.390  0.000
43 C -2.186 -4.948 -4.160  0.015
44 C -2.674 -3.502 -3.882  0.027
45 C -3.327 -2.913 -5.154  0.019
46 C -2.319 -2.527 -6.233  -0.017
47 C -1.233 -1.619 -5.666  0.017
48 C -0.550 -2.204 -4.413  0.029
49 N -1.530 -2.674 -3.388  0.322
50 O -2.047 -1.575 -2.775  0.610
51 C 0.382 -3.367 -4.829  0.013
52 C 0.429 -1.142 -3.846  -0.034
53 C -3.784 -3.677 -2.814  -0.005
54 H -2.954 -5.690 -3.925  0.001
55 H -1.923 -5.115 -5.206  0.001
56 H -1.321 -5.206 -3.541  -0.011
57 H -3.908 -2.020 -4.893  0.001
58 H -4.042 -3.629 -5.572  0.001
59 H -1.874 -3.420 -6.682  0.000
60 H -2.839 -2.008 -7.045  0.002
61 H -0.487 -1.425 -6.445  0.001
62 H -1.682 -0.647 -5.429  0.005
63 H 0.811 -3.860 -3.951  -0.008
64 H 1.217 -3.000 -5.433  0.000
65 H -0.107 -4.123 -5.440  0.002
66 H -0.066 -0.195 -3.619  0.004
67 H 1.215 -0.911 -4.571  0.000
68 H 0.917 -1.503 -2.938  0.006
69 H -3.377 -4.090 -1.886  -0.001
70 H -4.559 -4.362 -3.170  0.000
71 H -4.294 -2.739 -2.577  0.000
72 C 6.589 1.419 2.332  0.014
73 C 5.653 0.273 2.800  0.019
74 C 6.444 -0.731 3.671  0.018
75 C 7.386 -1.623 2.869  -0.016
76 C 6.647 -2.307 1.724  0.017
77 C 5.875 -1.319 0.826  0.026
78 N 5.021 -0.375 1.608  0.305
79 O 3.931 -1.064 2.040  0.629
80 C 6.876 -0.527 -0.049  0.012
81 C 5.055 -2.133 -0.210  -0.013
82 C 4.616 0.980 3.711  -0.013
83 H 6.587 2.259 3.033  0.001
84 H 7.632 1.108 2.246  0.001
85 H 6.270 1.830 1.370  -0.010
86 H 5.747 -1.375 4.220  0.002
87 H 7.022 -0.191 4.429  0.001
88 H 8.232 -1.044 2.485  0.000
89 H 7.816 -2.383 3.529  0.002
90 H 7.365 -2.877 1.125  0.001
91 H 5.955 -3.045 2.149  0.003
92 H 6.364 0.245 -0.631  -0.007
93 H 7.377 -1.189 -0.762  0.000
94 H 7.674 -0.053 0.518  0.001
95 H 4.377 -2.849 0.261  -0.001
96 H 5.717 -2.717 -0.856  0.000
97 H 4.468 -1.473 -0.852  0.002
98 H 4.023 1.703 3.143  0.001
99 H 5.117 1.522 4.518  0.000
100 H 3.931 0.278 4.195  0.001

The expectation value of S² is 2.009. As for the multiplicity: 3. Its gap between HOMO and LUMO is 7.3 eV. The value obtained for the energy is -64238.971 eV.



3.
Entry from the Open Molecules 2025 dataset: a 4-piece molecular cluster, C8H16Br8 overall (wB97M-V/def2-TZVPD).

Each line ends with the Mulliken charge.
Geometry (Å):
1 Br 1.034 -0.737 -1.549  -0.135
2 C 0.579 0.585 -0.184  -0.490
3 C 1.868 1.287 0.285  -0.658
4 Br 1.720 2.698 1.736  -0.174
5 H -0.058 0.179 0.602  0.388
6 H -0.055 1.343 -0.643  0.317
7 H 2.507 1.756 -0.463  0.402
8 H 2.420 0.531 0.843  0.349
9 Br -5.591 -4.945 0.571  -0.180
10 C -4.527 -3.250 0.717  -0.555
11 C -5.120 -2.420 -0.411  -0.714
12 Br -4.317 -0.588 -0.219  -0.181
13 H -3.493 -3.463 0.445  0.370
14 H -4.640 -2.748 1.677  0.416
15 H -6.204 -2.333 -0.342  0.403
16 H -4.994 -2.819 -1.417  0.440
17 Br 4.930 7.343 5.550  -0.165
18 C 5.737 5.630 6.193  -0.517
19 C 4.984 4.511 5.462  -0.622
20 Br 6.169 2.857 5.368  -0.182
21 H 5.689 5.673 7.282  0.361
22 H 6.820 5.616 6.070  0.371
23 H 4.741 4.629 4.406  0.382
24 H 4.041 4.301 5.968  0.374
25 Br 0.393 -4.136 -6.308  -0.172
26 C -1.209 -2.907 -6.262  -0.731
27 C -2.480 -3.601 -5.741  -0.457
28 Br -3.804 -2.085 -5.454  -0.174
29 H -1.243 -2.364 -7.206  0.421
30 H -0.812 -2.113 -5.630  0.373
31 H -2.284 -4.146 -4.818  0.385
32 H -2.800 -4.285 -6.528  0.354

Its energy above the lowest of the compared OMol25 structures with the same formula, charge and spin is 145.56 kJ/mol. Its gap between HOMO and LUMO is 10.5 eV. The SMILES is BrCCBr.BrCCBr.BrCCBr.BrCCBr. The value obtained for the energy is -568894.678 eV.



Computed HOMO (eV) in order:
-8.28, -8.28, -10.33